# 1
# C5H7NO3

The molecule C5H7NO3 (the ωB97M-V functional and the def2-TZVPD basis, the Open Molecules 2025 dataset).

The LUMO energy comes out at 0.6 eV. Its HOMO-LUMO gap is 0.3847 Eh. Its structure (SMILES) is C=C(CC(N)=O)C(=O)O. The value obtained for the HOMO energy is -9.86 eV.

The geometry in ORCA input format:
```
! RIJCOSX wB97M-V def2-TZVPD def2/J DEFGRID3
* xyz 0 1
C 0.18956 -0.13237 0.61429
C -1.37421 -1.53924 -0.85047
C 1.37517 1.03581 0.47569
C -0.66480 -0.09719 -0.56771
N 1.93816 1.35445 1.67647
C -1.12454 0.91499 -1.30143
O -0.62192 -2.61128 -0.53979
O -2.45631 -1.66967 -1.38538
O 1.75097 1.57352 -0.55265
H -1.15131 -3.37954 -0.84061
H 2.71286 2.00739 1.67870
H 1.75963 0.82504 2.51656
H 0.74461 -1.06311 0.75050
H -0.38397 0.08872 1.51915
H -0.85040 1.94433 -1.09373
H -1.84350 0.74814 -2.09959
*
```

Mulliken analysis output, partial charges in e: number 1, C, carries -0.540; number 2, C, carries 0.417; number 3, C, carries 0.424; number 4, C, carries 0.525; number 5, N, carries -0.367; number 6, C, carries -0.867; number 7, O, carries -0.455; number 8, O, carries -0.568; number 9, O, carries -0.593; number 10, H, carries 0.345; number 11, H, carries 0.252; number 12, H, carries 0.198; number 13, H, carries 0.335; number 14, H, carries 0.345; number 15, H, carries 0.267; number 16, H, carries 0.280

# 2
# C8H11N2O5S

A cluster of 2 separate species, C8H11N2O5S in total (the ωB97M-V functional and the def2-TZVPD basis, the Open Molecules 2025 dataset).

The LUMO energy comes out at 1.0 eV. Its HOMO-LUMO gap is 0.1254 Eh. The value obtained for the HOMO energy is -2.40 eV.

The geometry in ORCA input format:
```
! RIJCOSX wB97M-V def2-TZVPD def2/J DEFGRID3
* xyz -1 1
N 4.10021 -1.72588 0.02095
C 3.89188 -0.31468 -0.00673
O 4.44875 0.38099 -0.80233
C 2.92300 0.27920 1.00170
C 2.03186 1.35447 0.35941
N 0.61959 0.94195 0.37888
C 0.03261 0.48272 -0.75749
C -1.27382 0.05539 -0.74214
C -1.97007 0.08871 0.46048
C -1.36547 0.56584 1.61910
C -0.05582 0.98588 1.55103
H 3.35113 -2.15413 -0.52113
H 3.92428 -2.04677 0.96937
H 2.29839 -0.51012 1.40952
H 3.45608 0.72022 1.84107
H 2.32562 1.53522 -0.66645
H 2.08283 2.28173 0.91784
H 0.64976 0.47034 -1.64100
H -1.75502 -0.29291 -1.65319
H -3.00015 -0.25897 0.43550
H -1.88075 0.59075 2.56467
H 0.49108 1.34580 2.40772
O -5.93970 0.24208 -2.00106
S -5.08928 -0.95967 -1.85177
O -3.85431 -0.83485 -2.69388
O -5.83116 -2.19196 -2.17734
O -4.61152 -1.03134 -0.42271
*
```

Mulliken analysis output, partial charges in e: number 1, N, carries -0.680; number 2, C, carries 0.475; number 3, O, carries -0.474; number 4, C, carries -0.459; number 5, C, carries -1.057; number 6, N, carries 0.111; number 7, C, carries 0.210; number 8, C, carries -0.936; number 9, C, carries -0.089; number 10, C, carries -1.009; number 11, C, carries 0.224; number 12, H, carries 0.304; number 13, H, carries 0.298; number 14, H, carries 0.405; number 15, H, carries 0.349; number 16, H, carries 0.477; number 17, H, carries 0.416; number 18, H, carries 0.405; number 19, H, carries 0.483; number 20, H, carries 0.655; number 21, H, carries 0.410; number 22, H, carries 0.420; number 23, O, carries -0.755; number 24, S, carries 1.154; number 25, O, carries -0.793; number 26, O, carries -0.735; number 27, O, carries -0.810

# 3
# C40H32Br2IrN3O3P

A structure of composition C40H32Br2IrN3O3P (the ωB97M-V functional and the def2-TZVPD basis, the Open Molecules 2025 dataset).

The expectation value of S² is 6.06. The LUMO energy (spin up / spin down) comes out at -2.9 / -5.0 eV. Its HOMO-LUMO gap (spin up / spin down) is 0.2187 / 0.1916 Eh. The value obtained for the HOMO energy (spin up / spin down) is -8.83 / -10.19 eV.

The geometry in ORCA input format:
```
! RIJCOSX wB97M-V def2-TZVPD def2/J DEFGRID3
* xyz 1 5
Ir 0.15378 0.63291 -0.53314
C 0.45152 -0.49607 2.89669
C -0.29379 0.80135 2.90139
C -0.50058 1.49312 4.10822
C -1.15882 2.69223 4.11310
C -1.60857 3.22987 2.89285
C -2.30642 4.47643 2.75993
Br -2.67762 5.50553 4.26678
C -2.71910 4.94599 1.52601
C -2.45692 4.23382 0.36956
Br -2.99364 4.88668 -1.27613
C -1.73415 2.98418 0.41111
O -1.42933 2.36371 -0.61772
C -1.34786 2.48455 1.73728
N -0.72665 1.29553 1.74754
H 0.11791 -1.13874 3.71219
H 1.51671 -0.29539 3.03948
H 0.34244 -1.00897 1.94397
H -0.13475 1.06233 5.03055
H -1.32959 3.22717 5.03673
H -3.24545 5.88824 1.46604
O -0.99951 -3.39677 -6.18285
C -0.03547 -2.36404 -6.17986
C -0.25725 -1.49798 -4.97277
C 0.22641 -0.19788 -4.92695
C 0.06399 0.53999 -3.76943
N -0.55591 0.06524 -2.69250
C -1.07797 -1.16565 -2.75188
C -0.93408 -1.98329 -3.85970
C -1.83753 -1.59072 -1.54905
C -2.88184 -2.49464 -1.64245
C -3.61352 -2.82237 -0.50793
C -4.75686 -3.80236 -0.60330
O -4.41594 -4.94871 -1.35832
C -3.26010 -2.20557 0.68214
C -2.21303 -1.30132 0.69142
N -1.49776 -0.99812 -0.39006
H -0.86838 -3.94981 -6.95837
H -0.09554 -1.74790 -7.08250
H 0.98028 -2.77709 -6.12610
H 0.73805 0.24792 -5.77006
H 0.44943 1.54753 -3.69734
H -1.33517 -2.98566 -3.86420
H -3.14015 -2.93138 -2.59693
H -5.58589 -3.33262 -1.13561
H -5.11650 -4.06046 0.39705
H -3.79128 -5.48136 -0.85514
H -3.79241 -2.41140 1.60164
H -1.92708 -0.80604 1.60669
C 5.05442 1.47401 -4.49375
C 3.98422 2.08352 -3.85544
C 3.23203 1.37617 -2.93055
C 3.53454 0.05067 -2.62706
C 4.62953 -0.54324 -3.24995
C 5.37844 0.16109 -4.18254
P 2.51421 -0.77139 -1.34323
C 3.16334 -2.46322 -1.23404
C 3.07849 -3.30514 -2.34440
C 3.43335 -4.63882 -2.24638
C 3.86081 -5.16123 -1.03116
C 3.92553 -4.34036 0.08343
C 3.57455 -3.00028 -0.01646
C 2.98743 0.17522 0.11309
C 4.22699 0.24561 0.74566
C 4.44402 1.21786 1.70301
C 3.43406 2.13537 1.99140
C 2.20339 2.04940 1.36642
C 1.93041 1.04478 0.42017
H 5.64182 2.02542 -5.21587
H 3.73838 3.11574 -4.07049
H 2.42370 1.87912 -2.41128
H 4.91576 -1.55811 -3.01086
H 6.22568 -0.31702 -4.65673
H 2.73539 -2.91470 -3.29590
H 3.37539 -5.27812 -3.11797
H 4.13749 -6.20448 -0.95731
H 4.25174 -4.73970 1.03488
H 3.62623 -2.37132 0.86433
H 5.02441 -0.43838 0.47724
H 5.40063 1.28875 2.20396
H 3.62135 2.92340 2.71089
H 1.44900 2.78722 1.61853
*
```

Mulliken analysis output, partial charges in e: number 1, Ir, carries 2.459; number 2, C, carries -1.537; number 3, C, carries 1.107; number 4, C, carries -1.245; number 5, C, carries -1.059; number 6, C, carries 0.825; number 7, C, carries 0.062; number 8, Br, carries -0.126; number 9, C, carries -0.322; number 10, C, carries -0.405; number 11, Br, carries -0.058; number 12, C, carries 0.703; number 13, O, carries -0.765; number 14, C, carries -0.409; number 15, N, carries 0.388; number 16, H, carries 0.531; number 17, H, carries 0.328; number 18, H, carries 0.052; number 19, H, carries 0.575; number 20, H, carries 0.405; number 21, H, carries 0.445; number 22, O, carries -0.513; number 23, C, carries -0.592; number 24, C, carries 0.451; number 25, C, carries -0.942; number 26, C, carries -0.610; number 27, N, carries -0.242; number 28, C, carries 0.251; number 29, C, carries -0.538; number 30, C, carries 0.466; number 31, C, carries -0.961; number 32, C, carries 0.760; number 33, C, carries -0.782; number 34, O, carries -0.498; number 35, C, carries -1.309; number 36, C, carries -0.304; number 37, N, carries -0.150; number 38, H, carries 0.318; number 39, H, carries 0.371; number 40, H, carries 0.272; number 41, H, carries 0.475; number 42, H, carries 0.554; number 43, H, carries 0.537; number 44, H, carries 0.583; number 45, H, carries 0.291; number 46, H, carries 0.369; number 47, H, carries 0.323; number 48, H, carries 0.420; number 49, H, carries 0.375; number 50, C, carries -0.588; number 51, C, carries -0.865; number 52, C, carries -0.336; number 53, C, carries 0.827; number 54, C, carries -0.817; number 55, C, carries -0.654; number 56, P, carries 1.392; number 57, C, carries 0.294; number 58, C, carries -0.669; number 59, C, carries -0.661; number 60, C, carries -0.579; number 61, C, carries -0.672; number 62, C, carries -0.812; number 63, C, carries 0.611; number 64, C, carries -0.087; number 65, C, carries -0.940; number 66, C, carries -0.709; number 67, C, carries -0.388; number 68, C, carries -0.799; number 69, H, carries 0.400; number 70, H, carries 0.448; number 71, H, carries 0.367; number 72, H, carries 0.441; number 73, H, carries 0.443; number 74, H, carries 0.630; number 75, H, carries 0.417; number 76, H, carries 0.399; number 77, H, carries 0.431; number 78, H, carries 0.333; number 79, H, carries 0.526; number 80, H, carries 0.420; number 81, H, carries 0.427; number 82, H, carries 0.441

# 4
# C10H10BBiClF4

A structure of composition C10H10BBiClF4 (the ωB97M-V functional and the def2-TZVPD basis, the Open Molecules 2025 dataset).

The LUMO energy comes out at 2.0 eV. Its HOMO-LUMO gap is 0.2178 Eh. The value obtained for the HOMO energy is -3.91 eV.

The geometry in ORCA input format:
```
! RIJCOSX wB97M-V def2-TZVPD def2/J DEFGRID3
* xyz -1 1
C -2.39549 -0.99026 -0.05448
C -1.77804 -1.16329 -1.35899
C -1.62234 0.10547 -1.92821
H -1.52610 -2.11626 -1.81379
C -2.05667 1.08840 -1.00540
C -2.49823 0.45489 0.16512
H -2.95409 0.93177 1.03720
H -2.94308 -1.76158 0.49006
H -1.21817 0.31381 -2.91169
H -2.07670 2.16384 -1.19946
Bi -0.29954 -1.01445 1.27105
Cl -0.01513 -3.42161 0.93735
C 2.51383 0.18792 0.16498
C 2.24709 1.43341 -0.47896
C 1.84694 1.15853 -1.81486
H 2.33082 2.41809 -0.02124
C 1.90369 -0.24478 -2.01729
C 2.30896 -0.85527 -0.79743
H 2.46500 -1.92218 -0.63223
H 2.88566 0.06205 1.18266
H 1.52534 1.89547 -2.54791
H 1.63798 -0.76679 -2.93126
F -0.14180 1.42182 2.71184
B -0.01489 0.48293 3.78491
F 1.19550 -0.25610 3.58173
F -0.18786 0.99130 5.00646
F -1.13720 -0.55144 3.50214
*
```

Mulliken analysis output, partial charges in e: number 1, C, carries -0.557; number 2, C, carries -0.672; number 3, C, carries -0.246; number 4, H, carries 0.355; number 5, C, carries -0.475; number 6, C, carries -0.695; number 7, H, carries 0.442; number 8, H, carries 0.611; number 9, H, carries 0.470; number 10, H, carries 0.393; number 11, Bi, carries 1.448; number 12, Cl, carries -0.531; number 13, C, carries -0.672; number 14, C, carries -0.576; number 15, C, carries -0.511; number 16, H, carries 0.371; number 17, C, carries -0.424; number 18, C, carries -0.720; number 19, H, carries 0.488; number 20, H, carries 0.554; number 21, H, carries 0.426; number 22, H, carries 0.440; number 23, F, carries -0.361; number 24, B, carries 0.550; number 25, F, carries -0.366; number 26, F, carries -0.265; number 27, F, carries -0.477